Entry 1:
{"formula": "C4H9N", "method": "the ωB97M-V functional and the def2-TZVPD basis", "lumo_ev": 0.99, "max_force_ha_per_bohr": 0.07043, "homo_ev": -9.144, "charge": 0, "smiles": "C#C.CNC", "orbital_gap_ev": 10.1315, "symbols": ["C", "C", "H", "H", "C", "N", "C", "H", "H", "H", "H", "H", "H", "H"], "positions_angstrom": [[2.97312, -0.02331, 0.11729], [4.15054, -0.11097, -0.05486], [1.83242, 0.24727, 0.17831], [5.17531, -0.09411, -0.34516], [-2.42258, -0.58641, 0.00230], [-1.77896, 0.66220, -0.12673], [-0.35178, 0.41613, -0.11172], [-2.14681, -1.12810, 0.91627], [-2.05127, -1.19970, -0.83649], [-3.52024, -0.53109, -0.07442], [-2.04616, 1.27678, 0.64244], [0.25030, 1.36274, -0.19440], [-0.04664, -0.22111, -0.95581], [-0.01724, -0.07032, 0.84299]], "atomic_forces_ev_per_a": [[-3.45, 1.08, 0.09], [0.45, 0.13, -0.38], [3.30, -1.04, 0.05], [0.01, -0.23, 0.26], [-0.83, -1.59, -0.54], [0.61, 1.24, 0.11], [1.05, 0.98, 0.56], [-0.12, -0.08, 0.17], [-0.43, -0.06, 0.25], [0.41, 0.11, 0.07], [0.23, -0.09, -0.30], [-0.78, -0.63, -0.02], [-0.27, 0.12, 0.25], [-0.20, 0.04, -0.56]]}

---

Entry 2:
{"formula": "C6H6N2O", "method": "the ωB97M-V functional and the def2-TZVPD basis", "lumo_ev": -0.66, "max_force_ha_per_bohr": 0.21504, "homo_ev": -9.647, "charge": 0, "orbital_gap_ev": 8.9851, "symbols": ["C", "C", "C", "C", "C", "C", "H", "H", "H", "H", "H", "H", "N", "N", "O"], "positions_angstrom": [[1.77142, -0.41169, 0.00781], [0.27793, -0.36971, -0.04492], [-0.38854, 0.99413, -0.06101], [-1.83919, 0.93284, -0.03487], [-2.48519, -0.31031, -0.05951], [-0.61981, -1.46415, -0.03192], [3.62446, 0.64780, -0.54533], [2.80214, 1.55862, 0.85466], [0.33834, 1.86277, 0.03448], [-2.52146, 1.78472, -0.26938], [-3.81960, -0.54197, 0.18269], [0.02958, -2.33517, 0.14865], [2.39288, 0.74241, -0.08894], [-1.88140, -1.47295, -0.03610], [2.31843, -1.61734, -0.05633]], "atomic_forces_ev_per_a": [[-0.05, -8.53, 0.05], [-3.03, 4.83, 0.34], [0.26, -3.34, 0.51], [0.77, 0.85, -1.33], [-4.11, -0.31, 1.43], [6.75, -0.35, 0.71], [-5.10, -0.41, 1.77], [-2.58, -3.71, -3.34], [-1.73, -0.85, -0.48], [1.00, -0.36, 0.85], [4.24, 1.57, -1.22], [-1.11, -0.62, -0.50], [9.08, 6.24, 0.97], [-2.56, -0.55, 0.08], [-1.83, 5.54, 0.14]]}

---

Entry 3:
{"formula": "CH8N5", "method": "the ωB97M-V functional and the def2-TZVPD basis", "lumo_ev": -4.12, "max_force_ha_per_bohr": 0.10824, "homo_ev": -14.078, "charge": 1, "orbital_gap_ev": 9.9626, "symbols": ["C", "N", "N", "N", "N", "N", "H", "H", "H", "H", "H", "H", "H", "H"], "positions_angstrom": [[0.95578, 1.03906, 0.81468], [1.80307, -0.69811, -0.25638], [1.37391, 0.56474, -0.28165], [-0.21222, -1.49680, 0.26788], [-0.69695, -0.54118, 0.70758], [-1.86886, 0.39848, -0.31617], [0.35453, 1.96664, 0.72582], [1.12263, 0.67634, 1.96815], [2.30931, -1.13660, -0.98821], [-0.02904, -1.91758, -0.53590], [2.26831, -0.93835, 0.60511], [-2.58813, -0.30506, -0.35956], [-1.79727, 1.16005, 0.26042], [-1.36980, 0.65908, -1.16124]], "atomic_forces_ev_per_a": [[-0.51, 0.99, 3.13], [0.97, -0.29, 1.50], [-0.14, -0.34, -1.34], [-0.78, 2.42, 4.95], [-0.36, -1.66, 1.34], [1.75, -1.52, -2.76], [0.87, -0.34, 0.22], [-0.10, 0.45, -3.06], [0.37, 0.68, -1.44], [0.39, -2.36, -4.70], [-0.01, -0.37, 0.58], [-0.63, 0.77, 0.03], [-1.26, 1.99, 2.00], [-0.56, -0.43, -0.46]]}

---

Entry 4:
{"formula": "C4H14BrN4O4Pt", "method": "the ωB97M-V functional and the def2-TZVPD basis", "multiplicity": 3, "lumo_ev": [-5.29, -8.54], "max_force_ha_per_bohr": 0.04221, "homo_ev": [-12.290, -12.290], "charge": 1, "orbital_gap_ev": [6.9991, 3.7493], "symbols": ["Pt", "Br", "C", "O", "N", "N", "H", "H", "H", "H", "C", "O", "N", "N", "H", "H", "H", "H", "C", "C", "O", "O", "H", "H", "H", "H", "H", "H"], "positions_angstrom": [[-3.41819, -0.81268, -2.92116], [-1.80351, -0.91689, -0.97276], [0.42125, 2.31416, -2.95596], [-0.72293, 2.70344, -2.80872], [0.86422, 1.13003, -2.39852], [1.33357, 2.97093, -3.74415], [0.14860, 0.64016, -1.89921], [1.84637, 0.93940, -2.33268], [1.15467, 3.90223, -4.06791], [2.27274, 2.63343, -3.85923], [2.61598, -2.17989, 0.73483], [3.25365, -2.02920, 1.75673], [2.80859, -3.20437, -0.15062], [1.64155, -1.26038, 0.36020], [3.43533, -3.97115, -0.00553], [2.25846, -3.19706, -0.99068], [0.90065, -1.52882, -0.25877], [1.55482, -0.50328, 1.01012], [-1.99948, 1.09457, 2.47739], [-2.66162, -0.41450, 2.57841], [-1.66533, -1.31981, 2.38874], [-1.45199, 1.46588, 3.64016], [-2.86478, 1.72118, 2.24287], [-1.28759, 1.08118, 1.65015], [-3.46346, -0.46307, 1.83524], [-3.08833, -0.56173, 3.57123], [-1.55606, -1.40785, 1.41803], [-0.52719, 1.17410, 3.70181]], "atomic_forces_ev_per_a": [[0.79, 0.07, 0.84], [-0.74, -0.03, -0.59], [0.22, -0.01, -0.41], [-0.15, -0.02, 0.13], [-0.10, 0.91, -0.61], [0.26, -0.31, 0.26], [0.27, -0.27, 0.26], [-0.10, -0.34, 0.24], [-0.32, 0.02, 0.08], [-0.05, -0.03, 0.05], [0.47, -0.21, 0.32], [-0.05, -0.02, -0.09], [-0.83, 0.50, -0.40], [0.47, -0.44, -0.13], [0.16, 0.14, 0.37], [0.17, -0.22, -0.09], [-0.19, 0.20, -0.03], [-0.26, 0.07, -0.05], [0.43, 1.44, -0.53], [-0.47, -2.06, 0.51], [-0.56, 0.78, -0.21], [-0.03, -0.34, 0.24], [-0.12, -0.17, 0.21], [-0.17, -0.34, -0.11], [0.36, 0.38, -0.39], [0.31, 0.49, 0.13], [0.21, -0.33, -0.15], [0.02, 0.13, 0.11]]}

---

Entry 5:
{"formula": "C20H24N2O5S", "method": "the ωB97M-V functional and the def2-TZVPD basis", "lumo_ev": 0.32, "max_force_ha_per_bohr": 0.01622, "homo_ev": -8.422, "charge": 0, "smiles": "NS(=O)(=O)c1ccc(CCNC(=O)c2ccc(OC[C@@H]3CCCO3)cc2)cc1", "orbital_gap_ev": 8.7426, "symbols": ["N", "S", "O", "O", "C", "C", "C", "C", "C", "C", "N", "C", "O", "C", "C", "C", "C", "O", "C", "C", "C", "C", "C", "O", "C", "C", "C", "C", "H", "H", "H", "H", "H", "H", "H", "H", "H", "H", "H", "H", "H", "H", "H", "H", "H", "H", "H", "H", "H", "H", "H", "H"], "positions_angstrom": [[-0.81783, -3.94809, -0.07654], [-0.74101, -2.26752, -0.02316], [-1.14625, -1.87385, 1.29547], [-1.45053, -1.72861, -1.15037], [0.99641, -1.96896, -0.20325], [1.84346, -2.40088, 0.79830], [3.18420, -2.06717, 0.73514], [3.67188, -1.29886, -0.32044], [5.07260, -0.76112, -0.28984], [5.17561, 0.37376, 0.76841], [3.90700, 1.02626, 1.00277], [3.28445, 1.71463, 0.00387], [3.89548, 2.11064, -0.97217], [1.82696, 1.94864, 0.17731], [1.00712, 1.19168, 1.00939], [-0.36137, 1.38415, 1.04076], [-0.94883, 2.35104, 0.22908], [-2.26935, 2.64080, 0.16868], [-3.20672, 1.90957, 0.92939], [-3.49890, 0.50796, 0.36768], [-3.83915, 0.53195, -1.13529], [-5.33279, 0.20634, -1.16990], [-5.48946, -0.61041, 0.11076], [-4.64201, 0.00955, 1.05372], [-0.12957, 3.12172, -0.60396], [1.22848, 2.91625, -0.63231], [2.80528, -0.91624, -1.33944], [1.46230, -1.24758, -1.28126], [-1.15119, -4.27533, -0.96861], [-1.37270, -4.31714, 0.67883], [1.43604, -2.96433, 1.62228], [3.85606, -2.38118, 1.52107], [5.79111, -1.54349, -0.04367], [5.31838, -0.35191, -1.26847], [5.88332, 1.12527, 0.41231], [5.52541, -0.01968, 1.72347], [3.33435, 0.64520, 1.73702], [1.40799, 0.40620, 1.63445], [-0.95583, 0.75595, 1.68334], [-2.90217, 1.83365, 1.97870], [-4.12624, 2.49975, 0.87771], [-2.64912, -0.16062, 0.54904], [-3.25641, -0.23352, -1.64634], [-3.60988, 1.50128, -1.57386], [-5.92834, 1.11778, -1.10351], [-5.62773, -0.34836, -2.05722], [-5.16950, -1.64947, -0.05918], [-6.49991, -0.60702, 0.52285], [-0.59434, 3.87016, -1.22625], [1.86170, 3.49504, -1.28750], [3.17767, -0.32342, -2.16060], [0.76386, -0.93047, -2.03863]], "atomic_forces_ev_per_a": [[0.17, 0.81, 0.11], [-0.18, -0.72, -0.18], [0.21, -0.24, 0.23], [0.40, -0.14, -0.12], [-0.51, 0.03, -0.13], [0.19, -0.03, 0.20], [-0.19, -0.05, -0.06], [0.02, -0.08, -0.22], [-0.01, 0.13, 0.04], [0.10, 0.09, -0.22], [-0.04, 0.08, 0.26], [0.02, 0.02, 0.47], [0.18, -0.02, -0.26], [-0.34, 0.06, -0.06], [0.27, 0.23, -0.12], [-0.42, 0.03, 0.06], [0.31, 0.09, -0.07], [0.28, 0.09, -0.16], [-0.46, -0.45, 0.26], [0.46, 0.31, -0.23], [0.02, -0.05, 0.10], [0.01, -0.07, 0.29], [-0.24, -0.13, -0.27], [0.11, 0.20, 0.23], [-0.21, -0.07, 0.07], [0.11, -0.10, 0.09], [0.07, -0.20, 0.09], [-0.13, -0.02, -0.10], [-0.03, 0.00, -0.26], [-0.13, 0.06, 0.24], [0.06, -0.11, 0.16], [0.06, -0.05, 0.10], [0.04, -0.02, -0.05], [0.05, -0.06, 0.00], [0.03, -0.13, 0.13], [-0.01, 0.05, -0.05], [0.01, 0.10, -0.09], [0.03, -0.09, 0.02], [-0.10, -0.06, 0.05], [0.01, 0.08, -0.04], [0.09, -0.10, 0.05], [-0.19, 0.16, 0.00], [-0.04, 0.08, -0.04], [0.04, -0.02, -0.07], [-0.06, -0.02, -0.02], [-0.05, 0.01, -0.06], [-0.07, 0.04, 0.02], [0.05, -0.06, -0.05], [-0.05, 0.09, -0.07], [0.03, 0.04, -0.07], [0.04, 0.10, -0.06], [-0.04, 0.10, -0.14]]}

---

Entry 6:
{"formula": "C4H6LiO2Sc", "method": "the ωB97M-V functional and the def2-TZVPD basis", "lumo_ev": [-0.71, -0.43], "max_force_ha_per_bohr": 0.04436, "homo_ev": [-6.756, -6.157], "charge": 0, "orbital_gap_ev": [6.0443, 5.7317], "symbols": ["O", "Sc", "C", "C", "H", "H", "H", "H", "C", "C", "O", "Li", "H", "H"], "positions_angstrom": [[-1.67709, 0.80432, -0.01427], [0.13085, 1.55761, -0.25228], [-2.04699, -0.53090, -0.05044], [-1.04345, -1.45493, 0.65286], [-3.03034, -0.68479, 0.44262], [-1.06008, -1.20129, 1.72569], [-1.36912, -2.50580, 0.56332], [-2.18572, -0.89279, -1.09304], [0.61292, -1.25067, -1.09878], [0.46449, -1.30287, 0.26282], [1.36552, -1.22945, 1.19142], [2.46195, 0.26728, 0.86867], [-0.17081, -1.22436, -1.85689], [1.63005, -1.25154, -1.50094]], "atomic_forces_ev_per_a": [[1.97, 1.05, -0.11], [-1.75, -1.15, -0.32], [-0.38, -1.29, -0.24], [0.61, 0.21, 1.53], [0.39, 0.21, -0.16], [-0.17, -0.18, -0.17], [0.22, 0.34, -0.06], [0.04, 0.36, 0.30], [1.74, 1.37, -0.56], [-1.96, -0.35, -0.18], [-0.25, 0.49, -0.98], [-0.26, -0.71, 0.38], [-0.06, -0.30, 0.60], [-0.14, -0.05, -0.03]]}